Entry 1:
ORCA calculation (ωB97M-V/def2-TZVPD) on 10 unconnected molecules or ions with the total composition C34H93N5O17.

The geometry in XYZ format:
```
149
Properties=species:S:1:pos:R:3:mulliken_charge:R:1
C 4.2692 -5.6493 2.1923 -0.713
O 5.2750 -4.6565 2.4781 -0.313
C 6.2283 -4.9994 3.4259 -0.585
C 5.9881 -4.0850 4.6501 -0.565
N 6.6436 -4.4810 5.8680 -0.379
C 7.9996 -3.9303 5.9981 -0.530
C 8.7984 -4.4381 7.2130 -0.552
O 8.7879 -5.8525 7.2224 -0.311
C 9.5459 -6.4142 8.3223 -0.792
H 4.5797 -6.5685 1.6956 0.286
H 3.6170 -5.1434 1.4804 0.221
H 3.7742 -5.9031 3.1297 0.342
H 7.2086 -4.8292 2.9807 0.250
H 6.1601 -6.0728 3.6029 0.447
H 4.9503 -3.8953 4.9239 0.360
H 6.3094 -3.0922 4.3349 0.278
H 6.7352 -5.4724 5.6983 0.235
H 8.0449 -2.8435 5.9276 0.392
H 8.5857 -4.1878 5.1159 0.298
H 8.4973 -3.9794 8.1548 0.394
H 9.8197 -4.0848 7.0709 0.362
H 9.0833 -7.3188 8.7171 0.268
H 9.5954 -5.7790 9.2067 0.316
H 10.5970 -6.5605 8.0738 0.292
C 7.5736 -4.8301 -5.4490 -0.760
O 6.7976 -5.0252 -6.6200 -0.308
C 5.4085 -4.7370 -6.4492 -0.694
C 4.5777 -4.7337 -7.7446 -0.564
N 5.0644 -3.7525 -8.6620 -0.179
C 4.3181 -3.7317 -9.8888 -0.738
C 5.2806 -3.2800 -11.0448 -0.616
O 6.4917 -4.0533 -11.2554 -0.303
C 7.0801 -4.0394 -12.5577 -0.710
H 7.5014 -3.7874 -5.1398 0.317
H 8.6063 -5.1506 -5.5872 0.259
H 7.2877 -5.3376 -4.5277 0.304
H 5.3302 -3.8155 -5.8722 0.378
H 5.0685 -5.5316 -5.7852 0.399
H 3.5261 -4.5094 -7.5664 0.332
H 4.7036 -5.7208 -8.1895 0.358
H 6.0647 -3.7943 -8.7956 0.266
H 3.4281 -3.1024 -9.8831 0.295
H 3.8568 -4.6958 -10.1029 0.370
H 5.5264 -2.2220 -10.9539 0.317
H 4.6606 -3.3038 -11.9410 0.473
H 7.3114 -3.0277 -12.8909 0.292
H 6.4055 -4.5892 -13.2140 0.292
H 8.0361 -4.5514 -12.4481 0.225
C 0.1064 7.0376 3.1542 -0.813
O -0.7243 7.2237 4.3212 -0.278
C -1.1100 6.0159 5.0054 -0.581
C -1.5454 6.6204 6.3479 -0.615
N -2.7322 7.4580 6.1834 -0.450
C -3.1378 8.1921 7.4087 -0.610
C -3.5521 7.1837 8.5614 -0.364
O -3.9174 7.8844 9.7616 -0.330
C -4.3849 6.9966 10.7641 -0.755
H 1.0282 6.4847 3.3351 0.293
H 0.2529 7.9857 2.6368 0.272
H -0.4281 6.5360 2.3474 0.316
H -0.1979 5.4455 5.1812 0.375
H -1.8711 5.3751 4.5604 0.332
H -0.7823 7.2783 6.7637 0.353
H -1.7874 5.8262 7.0542 0.411
H -2.3989 8.1453 5.5226 0.285
H -3.9343 8.8845 7.1361 0.331
H -2.3099 8.8412 7.6942 0.349
H -2.6722 6.5635 8.7324 0.255
H -4.3538 6.5242 8.2291 0.340
H -3.6315 6.3274 11.1794 0.307
H -5.2805 6.4128 10.5517 0.311
H -4.6005 7.6731 11.5911 0.266
C -2.4665 6.2137 -3.9377 -0.697
O -3.6095 5.7733 -3.1660 -0.314
C -4.8347 6.4493 -3.4978 -0.682
C -5.9299 6.2354 -2.4590 -0.376
N -7.2227 6.6975 -2.9840 -0.393
C -8.4662 6.6722 -2.1349 -0.674
C -8.6463 7.9683 -1.2829 -0.313
O -9.8390 8.6315 -1.8333 -0.332
C -9.9920 9.9662 -1.1886 -0.809
H -2.3089 7.2846 -3.8102 0.282
H -2.7868 6.0002 -4.9575 0.306
H -1.6040 5.5673 -3.7753 0.250
H -5.1631 6.0392 -4.4528 0.397
H -4.7231 7.5187 -3.6767 0.333
H -5.6611 6.8626 -1.6090 0.241
H -5.9433 5.1891 -2.1537 0.322
H -6.9236 7.5403 -3.4534 0.235
H -8.3600 5.7838 -1.5123 0.288
H -9.3541 6.5250 -2.7498 0.358
H -7.7657 8.5776 -1.4861 0.319
H -8.7679 7.7448 -0.2230 0.325
H -9.1303 10.6326 -1.1490 0.305
H -10.3628 9.8506 -0.1701 0.319
H -10.8677 10.5324 -1.5059 0.311
C -4.6439 -1.1198 -4.9465 -0.719
O -4.3713 -2.4991 -4.8177 -0.316
C -2.9815 -2.8614 -4.5569 -0.683
C -3.1009 -4.2535 -3.9474 -0.527
N -3.4876 -4.1483 -2.5328 -0.399
C -4.2505 -5.3855 -2.2055 -0.627
C -4.6970 -5.5446 -0.7210 -0.518
O -5.9694 -6.2328 -0.6505 -0.301
C -6.3177 -6.6201 0.6395 -0.693
H -4.0320 -0.7118 -5.7509 0.286
H -4.4065 -0.6006 -4.0179 0.306
H -5.6897 -0.8887 -5.1491 0.251
H -2.5405 -2.1852 -3.8245 0.340
H -2.4292 -2.8223 -5.4958 0.444
H -2.1533 -4.7877 -4.0164 0.377
H -3.8058 -4.8423 -4.5343 0.336
H -4.1125 -3.3563 -2.4852 0.285
H -3.5753 -6.2252 -2.3703 0.240
H -5.1153 -5.4314 -2.8674 0.387
H -4.7683 -4.6214 -0.1460 0.375
H -3.9265 -6.1183 -0.2060 0.320
H -6.4455 -5.7476 1.2801 0.284
H -5.4664 -7.1477 1.0696 0.302
H -7.2018 -7.2524 0.7215 0.249
O -3.7544 -4.2787 7.8342 -0.488
C -3.6011 -3.3992 6.7457 -0.305
C -2.1726 -2.9742 6.5281 -0.440
O -2.1518 -1.8231 5.6360 -0.528
H -3.2445 -3.9077 8.5581 0.313
H -3.9567 -3.8522 5.8202 0.260
H -4.0872 -2.4277 6.8349 0.261
H -1.6110 -3.7779 6.0519 0.269
H -1.6099 -2.7593 7.4366 0.355
H -1.9220 -2.0965 4.7449 0.304
O 0.4790 -0.6755 0.3843 -0.506
C 0.9169 0.6603 0.2259 -0.373
C 2.1217 0.6972 -0.7698 -0.399
O 3.1794 -0.0230 -0.1986 -0.490
H 0.1505 -0.9288 -0.4814 0.299
H 0.0853 1.2391 -0.1759 0.290
H 1.2804 0.9748 1.2042 0.253
H 2.4811 1.6892 -1.0431 0.330
H 1.7326 0.2848 -1.7007 0.271
H 2.8881 -0.9240 -0.0409 0.321
O 4.4536 0.6288 -6.8225 -0.658
H 4.3702 -0.2765 -7.1222 0.327
H 5.0853 0.5866 -6.1046 0.321
O -5.0729 1.1519 1.8975 -0.638
H -5.2094 2.0656 2.1480 0.320
H -4.5149 0.7945 2.5882 0.317
O 7.5216 0.5127 -3.1589 -0.627
H 6.9613 0.4120 -2.3894 0.315
H 8.3844 0.2174 -2.8679 0.315
```

Properties
Gap between HOMO and LUMO ... 8.6 eV
E ... -2903.6301 Ha
ΔE to the lowest compared entry with this formula, charge and spin ... 424.4 kJ/mol
LUMO ... 0.06 eV

***

Entry 2:
ORCA calculation (ωB97M-V/def2-TZVPD) on 10 unconnected molecules or ions with the total composition C34H93N5O17.

The geometry in XYZ format:
```
149
Properties=species:S:1:pos:R:3:mulliken_charge:R:1
C -3.9513 -0.7018 0.2806 -0.998
O -3.2054 -1.9301 0.1624 0.019
C -3.6875 -3.0158 0.8789 -0.923
C -2.6474 -3.3178 1.9832 -0.583
N -3.0887 -4.1877 3.0407 -0.324
C -2.8663 -5.6102 2.7475 -0.519
C -3.4501 -6.5906 3.7818 -0.581
O -4.8164 -6.2909 3.9921 -0.304
C -5.4519 -7.1901 4.9341 -0.805
H -4.9546 -0.6659 -0.1439 0.339
H -3.3639 0.0025 -0.3086 -0.032
H -4.0049 -0.4438 1.3383 0.479
H -3.7905 -3.8480 0.1825 0.262
H -4.6965 -2.7787 1.2163 0.566
H -2.1961 -2.4586 2.4794 0.145
H -1.7874 -3.7375 1.4613 0.282
H -4.0839 -4.0218 2.9944 0.278
H -1.8304 -5.8579 2.5160 0.389
H -3.3250 -5.8632 1.7916 0.279
H -2.8594 -6.6632 4.6949 0.404
H -3.3613 -7.5830 3.3397 0.374
H -6.1866 -6.6780 5.5554 0.266
H -4.7779 -7.6124 5.6794 0.317
H -5.8624 -8.0778 4.4528 0.295
C -4.5279 -3.7755 -2.8401 -0.377
O -4.6265 -2.6831 -3.7394 -0.458
C -4.0048 -1.4863 -3.2675 0.403
C -3.9083 -0.3492 -4.3001 -0.422
N -3.1469 -0.7553 -5.4386 0.018
C -3.0480 0.2799 -6.4291 -0.492
C -2.9310 -0.3974 -7.8413 -0.951
O -3.9834 -1.3160 -8.2385 -0.300
C -4.2135 -1.5112 -9.6354 -0.752
H -3.4764 -4.0087 -2.6722 -0.026
H -5.0937 -4.6402 -3.1867 0.404
H -4.8778 -3.6568 -1.8147 0.182
H -3.0479 -1.7627 -2.8247 -0.200
H -4.6406 -1.1863 -2.4345 0.205
H -3.4278 0.5422 -3.8968 -0.050
H -4.9295 -0.1402 -4.6190 0.428
H -3.4349 -1.6485 -5.8119 0.232
H -2.2275 0.9835 -6.2886 0.189
H -3.8893 0.9714 -6.3830 0.484
H -1.9575 -0.8720 -7.9647 0.326
H -2.8788 0.4371 -8.5406 0.521
H -3.3153 -1.8454 -10.1547 0.296
H -4.6384 -0.5830 -10.0174 0.305
H -4.9269 -2.3328 -9.6986 0.223
C 4.0015 -1.9517 -0.3515 -0.437
O 4.4718 -1.5331 0.9486 -0.404
C 3.4484 -1.1105 1.8704 0.217
C 4.2441 -1.1978 3.1805 -1.026
N 5.3231 -0.2117 3.2032 -0.328
C 6.2279 -0.3215 4.3754 -0.692
C 5.4416 -0.0427 5.7251 -0.341
O 6.3026 -0.1763 6.8679 -0.350
C 5.6338 0.1689 8.0700 -0.762
H 3.2624 -2.7525 -0.3320 0.336
H 4.8435 -2.1423 -1.0170 0.388
H 3.5780 -1.1234 -0.9196 -0.159
H 2.6941 -1.8971 1.8898 0.373
H 2.9726 -0.1406 1.7253 -0.059
H 4.7336 -2.1649 3.2947 0.375
H 3.5888 -1.0016 4.0292 0.447
H 5.8568 -0.4840 2.3902 0.262
H 7.0651 0.3583 4.2172 0.340
H 6.6830 -1.3116 4.3499 0.355
H 4.6464 -0.7875 5.7551 0.279
H 4.9664 0.9380 5.7008 0.347
H 4.8406 -0.5146 8.3727 0.307
H 5.2637 1.1889 8.1735 0.312
H 6.4060 0.0028 8.8212 0.268
C 3.0128 0.0204 -3.3658 -0.857
O 2.9188 0.9709 -2.2779 0.316
C 3.8371 2.0727 -2.3830 -1.319
C 3.9724 2.8578 -1.0832 -0.071
N 4.6840 4.1207 -1.3263 -0.403
C 5.0220 5.0583 -0.1973 -0.643
C 6.3877 4.7239 0.4818 -0.304
O 7.2683 5.8582 0.1610 -0.342
C 8.6485 5.5477 0.6294 -0.814
H 4.0227 -0.3842 -3.4337 0.285
H 2.8005 0.6470 -4.2321 0.356
H 2.1957 -0.7004 -3.3360 0.134
H 3.4414 2.7297 -3.1576 0.460
H 4.8318 1.7963 -2.7326 0.476
H 4.5839 2.2409 -0.4246 0.436
H 2.9869 3.0023 -0.6405 -0.024
H 5.3918 3.7954 -1.9693 0.256
H 4.1864 4.9703 0.4971 0.231
H 5.0406 6.0920 -0.5426 0.374
H 6.7528 3.8276 -0.0195 0.302
H 6.2848 4.5913 1.5588 0.341
H 9.0927 4.5902 0.3574 0.304
H 8.7057 5.6381 1.7141 0.321
H 9.3787 6.3402 0.4658 0.315
C 0.8738 3.7594 -3.1221 -0.522
O -0.5161 3.7532 -2.8735 -0.463
C -1.1753 2.4515 -2.9217 0.153
C -2.4461 2.6830 -2.1125 -1.156
N -2.1396 2.6333 -0.6753 0.111
C -3.1307 3.5147 0.0034 -0.888
C -3.0603 3.5564 1.5596 -0.018
O -3.4196 4.8734 2.0433 -0.434
C -3.6091 4.9239 3.4205 -0.687
H 1.0596 3.3230 -4.1035 0.330
H 1.3945 3.1726 -2.3654 -0.019
H 1.3290 4.7491 -3.0861 0.334
H -0.5664 1.6954 -2.4260 -0.087
H -1.3432 2.1846 -3.9651 0.293
H -3.1933 1.9232 -2.3414 0.320
H -2.8962 3.6286 -2.4149 0.470
H -1.2210 3.0429 -0.5842 0.219
H -4.1168 3.1002 -0.2059 0.257
H -3.0232 4.5188 -0.4069 0.480
H -2.1036 3.2734 1.9985 -0.018
H -3.7572 2.8096 1.9400 0.320
H -2.6828 4.6863 3.9435 0.230
H -4.2872 4.1151 3.6928 0.312
H -4.0054 5.8617 3.8099 0.281
O -1.9207 1.6826 6.1646 -0.535
C -1.1925 1.6577 4.9600 0.250
C -1.1367 0.2892 4.3333 -0.477
O -0.0983 0.2782 3.3120 -0.410
H -1.6244 0.9272 6.6777 0.362
H -1.6208 2.3409 4.2266 -0.277
H -0.1295 1.8884 5.0311 0.244
H -2.0859 0.0599 3.8491 0.211
H -0.9893 -0.5344 5.0319 0.442
H -0.4888 0.3653 2.4393 -0.094
O -0.7007 0.1336 0.6027 1.456
C 0.4762 -0.5098 0.1534 -0.318
C 0.1470 -1.3730 -1.1078 0.505
O -0.7552 -2.3746 -0.7252 -0.586
H -0.9374 0.7336 -0.1084 -0.717
H 1.2015 0.2620 -0.1039 0.080
H 0.7728 -1.1864 0.9549 -0.216
H 1.0006 -1.8400 -1.5992 0.445
H -0.2345 -0.6653 -1.8438 -0.215
H -1.5460 -1.9585 -0.3745 0.220
O -0.4795 -1.4351 -4.8107 -0.715
H -1.3602 -1.0868 -4.9497 0.355
H -0.6125 -2.2177 -4.2759 0.322
O 1.4520 2.5578 1.7091 -0.551
H 2.3891 2.4278 1.8549 0.273
H 1.0290 1.9171 2.2808 0.261
O -0.8980 -3.8058 -3.1937 -0.748
H -0.8012 -3.4719 -2.3019 0.375
H -1.3650 -4.6349 -3.0901 0.247
```

Properties
Gap between HOMO and LUMO ... 9.1 eV
E ... -2903.7221 Ha
ΔE to the lowest compared entry with this formula, charge and spin ... 182.9 kJ/mol
LUMO ... 0.52 eV